Record 1
DFT (the ωB97M-V functional and the def2-TZVPD basis) results for a structure of composition F6Li2N4O15S6 in a non-equilibrium geometry.

Results
Net charge: -2
HOMO-LUMO gap: 8.3040 eV
DFT total energy: -4351.1157 Ha
HOMO: -4.460 eV
Multiplicity: 1

Element x y z (Å)
Li -0.370806 0.224019 -0.409986
Li -1.386161 -2.385628 0.085520
N 2.836096 -2.561960 -1.269394
S 2.055510 -3.080461 0.140186
O 0.601762 -2.988669 0.160604
O 2.681084 -2.999539 1.427971
F 2.186469 -4.641101 -0.241459
S 2.845552 -1.026483 -0.891617
O 3.962824 -0.549927 -0.130386
O 1.569607 -0.437956 -0.591894
F 3.263543 -0.529439 -2.358798
N -1.414225 -0.640930 1.142554
S -2.894974 0.158768 1.373601
O -3.061276 1.364157 0.614767
O -3.578605 0.050210 2.630179
F -3.661345 -0.942429 0.458345
S -0.870421 -0.460380 2.614675
O -1.062901 -1.606314 3.459516
O -0.851814 0.867133 3.148060
F 0.698242 -0.593431 2.286139
N -0.294672 2.247452 -0.563207
S 0.904419 2.611661 -1.698595
O 2.258243 2.214347 -1.400497
O 0.596206 3.830020 -2.403808
F 0.431352 1.481821 -2.739101
S 0.404213 3.017189 0.552973
O 0.537911 4.451534 0.365353
O 1.327008 2.353269 1.428993
F -0.908656 2.995423 1.483817
N -2.231117 -0.603214 -2.190367
O -3.102484 -1.444697 -2.421415
O -2.419522 0.621052 -2.221486
O -1.051063 -0.995499 -1.841242

Forces on the atoms, in the same order (eV/Å):
Li 0.4020 -0.0817 -0.7210
Li 0.7118 0.3573 -0.6898
N -1.8922 -0.5940 3.5894
S -0.9392 -3.5040 -0.5210
O 0.4003 0.6112 -0.3226
O 0.1712 0.6118 -1.1966
F 0.3191 0.3980 0.0281
S 2.3180 3.8535 -1.7285
O -0.5933 -0.7299 0.1334
O 0.0481 -0.5567 -0.1237
F -0.7144 -0.2296 0.3389
N -2.4535 1.6570 0.9598
S -2.8632 0.4159 -3.0841
O 0.9002 -1.1688 0.9314
O 1.1724 -0.3795 -0.3149
F 0.1365 0.1191 0.2660
S 5.8795 -0.5026 3.2003
O -0.8873 0.4945 -0.4882
O -1.5059 -0.6345 -0.2310
F -0.6899 -0.4289 -0.5246
N 2.5755 -0.5197 -3.4352
S -1.1033 -1.2690 -4.0059
O -1.2322 0.9653 0.1434
O 0.7219 -0.8551 0.7352
F 0.2709 0.3792 0.4540
S -1.7933 3.2882 7.6410
O 0.7953 -1.2734 -0.6095
O 0.3041 0.0056 -1.2325
F -0.1130 0.1349 0.1135
N 0.1898 1.0788 0.3536
O 0.1101 0.0665 -0.1429
O -0.3268 -1.0279 -0.3006
O -0.3193 -0.6817 0.7844



Record 2
DFT (the ωB97M-V functional and the def2-TZVPD basis) results for a cluster of 15 separate species, C5H43N2O14 in total in a non-equilibrium geometry.

Results
Net charge: +1
HOMO-LUMO gap: 9.2177 eV
DFT total energy: -1378.9375 Ha
HOMO: -11.801 eV
Multiplicity: 1

Element x y z (Å)
N -0.890636 0.015258 -0.937723
C 0.079148 0.239029 0.223001
C -0.597743 0.875290 1.420511
N -0.471578 2.353316 1.234119
C 0.811698 2.821804 1.777319
C 1.655408 3.379800 0.590818
C -1.656388 3.000306 1.912193
H -0.925966 0.814214 -1.558023
H -0.591699 -0.827826 -1.505751
H -1.882726 -0.097867 -0.646024
H 0.557234 -0.710163 0.591672
H 0.745829 1.046417 -0.156537
H -0.229453 0.421348 2.368502
H -1.637905 0.571938 1.555029
H 1.443552 2.141835 2.382071
H 0.866098 3.834395 2.367470
H 2.709718 3.404867 0.854557
H 1.651883 2.742346 -0.309445
H 1.196042 4.294551 0.219097
H -2.470892 2.294677 1.787647
H -1.699670 3.959913 1.414278
H -1.431697 3.148655 2.988328
H 2.991749 -0.738689 -2.221614
H 2.033559 -1.443545 -1.351978
O 2.070860 -0.671918 -1.950586
H -0.227279 2.859918 -1.206722
H 0.021149 2.682457 -2.663200
O -0.720489 2.757452 -2.036177
H 3.522559 -2.447380 0.566041
H 2.316356 -1.750357 1.207538
O 3.123809 -1.581763 0.700708
H 1.361170 -0.749704 4.495745
H 1.803980 -0.091889 3.151675
O 1.201190 -0.757456 3.543756
H -2.343362 2.803236 -1.667921
H -3.184888 3.914983 -0.884008
O -3.088842 2.978527 -1.064342
H 2.564177 1.626905 -3.443298
H 1.338114 1.199745 -2.578102
O 1.614906 1.713936 -3.341958
H 2.597880 0.425130 1.132743
H 3.922016 0.468759 1.981496
O 2.980071 0.672357 1.977453
H -1.069473 -2.372605 -3.882221
H -0.169651 -0.964778 -4.019994
O -0.691107 -1.581903 -3.503038
H 1.737076 -3.766855 -1.519245
H 2.381123 -3.161155 -2.799820
O 2.536433 -3.333145 -1.867316
H -3.013607 -1.278228 2.257641
H -3.940172 -2.322990 1.881149
O -2.986614 -2.211897 2.000386
H 0.589463 -2.063115 2.368890
H -0.553999 -2.453901 1.548722
O 0.411804 -2.512718 1.502179
H -4.417326 0.356679 0.295461
H -3.470495 1.462434 -0.256778
O -3.494590 0.618403 0.233737
H -2.478373 -2.729409 0.248003
H -2.579113 -2.837167 -1.295274
O -2.051831 -2.449406 -0.583501
H -0.617838 -3.689889 -0.756814
H 0.187682 -4.296051 0.290968
O 0.194946 -4.202998 -0.684017

Forces on the atoms, in the same order (eV/Å):
N 0.3775 -1.5969 0.0475
C -0.0324 0.1841 0.2571
C -0.0351 0.1268 0.3552
N -1.2428 -0.9457 2.2557
C 1.9695 2.9491 -0.5051
C -0.1182 -1.3775 -0.5521
C 2.0721 -0.3523 0.1177
H 0.3627 0.6073 -0.2462
H -0.6112 1.0048 0.5062
H 0.4961 -0.3971 0.2751
H -0.4749 0.8977 -1.4078
H 0.1001 -1.3117 0.3078
H 0.6534 0.8703 -0.4940
H -0.1473 0.3231 -0.8449
H -0.9378 -0.0369 -0.4754
H -1.3852 -2.0169 -0.3033
H 0.0347 0.7799 0.0879
H -0.0322 -0.2685 0.2601
H 0.4690 0.3904 0.3199
H -0.4767 0.7642 -0.1519
H -0.9117 0.2505 0.1844
H -0.3259 -0.0504 -0.4220
H 0.0753 0.1596 -0.1362
H 0.0112 0.0631 -0.1737
O -0.1387 0.0984 0.2829
H -0.4808 0.2543 0.5218
H -0.2690 0.2272 -0.5454
O 1.3065 -0.4653 -0.1560
H -0.0741 -0.0969 -0.1770
H 0.2812 -0.3047 -0.1194
O -0.0588 -0.1919 0.0091
H -0.0080 -0.0679 -0.1807
H 0.1914 -0.2697 0.1008
O -0.0007 0.0773 0.2151
H -0.1893 0.8030 0.1701
H 0.2111 0.0324 -0.1977
O -0.5710 -0.7782 0.1021
H 0.0641 -0.0819 0.1934
H 0.7779 -0.6139 0.0099
O -0.8172 0.6112 -0.2329
H 0.6317 -0.2070 -0.3159
H -0.2513 -0.3117 -0.3666
O -0.2277 0.8462 0.8036
H 0.4564 0.2685 -0.9996
H -0.0997 -0.7416 -0.8156
O -0.2857 0.5258 1.9396
H -0.1134 -0.0030 -0.0776
H -0.1135 -0.1678 -0.0054
O 0.2705 -0.0644 0.1713
H 0.6463 0.0403 -0.0143
H 0.0113 -0.6746 0.0164
O -0.7109 0.5525 0.1398
H 0.4925 -0.3837 -0.3143
H -0.0873 -0.2780 -0.4645
O -0.5231 0.5162 1.4790
H -0.0509 0.0872 -0.1825
H -0.1890 0.4775 0.0617
O 0.0422 -0.4743 0.0446
H 0.0330 0.3683 -0.1197
H 0.0169 0.1047 0.1093
O -0.2747 -0.5155 -0.1652
H -0.1203 0.3707 -0.5718
H 0.7101 -0.1676 -0.6186
O -0.3781 -0.4190 1.0080



Record 3
DFT (the ωB97M-V functional and the def2-TZVPD basis) results for a cluster of 8 separate species, C26H68O8 in total in a non-equilibrium geometry.

Results
HOMO-LUMO gap: 10.1783 eV
DFT total energy: -1633.1803 Ha
HOMO: -9.483 eV
Multiplicity: 1

Element x y z (Å)
C -2.876868 -4.891744 3.463618
C -2.181820 -5.789213 2.393414
O -1.720179 -4.945993 1.335050
C -1.058682 -5.699458 0.304460
C -0.429233 -4.771045 -0.740184
H -3.765975 -4.438220 3.025547
H -3.152180 -5.621877 4.224669
H -2.225389 -4.087706 3.805981
H -1.309033 -6.247206 2.858809
H -2.990941 -6.479861 2.155910
H -0.270436 -6.321635 0.728330
H -1.872540 -6.251825 -0.165275
H -0.157883 -5.327372 -1.637383
H 0.414613 -4.206965 -0.342914
H -1.215550 -4.084301 -1.053534
C -1.422829 3.735921 5.144321
C -1.887447 3.477232 3.682929
O -0.923711 2.669076 2.939506
C 0.306168 3.340814 2.733285
C 1.043135 2.440586 1.749517
H -1.263706 2.834794 5.736557
H -0.618301 4.451778 5.312745
H -2.268065 4.189176 5.662232
H -2.818819 2.911143 3.696229
H -2.039412 4.405482 3.132167
H 0.313890 4.377421 2.396433
H 0.852938 3.405183 3.674029
H 1.995330 2.868718 1.436242
H 0.399923 2.242335 0.892143
H 1.272665 1.458559 2.163077
C -3.419369 2.317583 -0.943539
C -3.505708 1.554733 0.289064
O -2.973204 0.272644 0.005290
C -2.678423 -0.443429 1.188893
C -2.372262 -1.917744 0.925178
H -3.906904 1.881198 -1.815300
H -3.870831 3.305598 -0.853486
H -2.384969 2.520150 -1.221177
H -2.942624 1.977564 1.121078
H -4.543249 1.368759 0.566608
H -1.790317 -0.044941 1.679377
H -3.479839 -0.334823 1.919679
H -1.416486 -1.968822 0.403662
H -3.185203 -2.280360 0.296105
H -2.258661 -2.453810 1.867428
C 1.349147 3.249935 -2.782475
C 2.508795 3.935130 -2.064483
O 2.072814 5.286593 -1.767787
C 3.034586 5.931765 -0.988119
C 2.522105 7.359336 -0.835801
H 1.646927 2.240762 -3.067069
H 0.361394 3.226748 -2.322136
H 1.133036 3.772617 -3.714252
H 2.730145 3.381368 -1.152103
H 3.437311 3.945682 -2.635326
H 2.975494 5.380683 -0.049552
H 4.039036 5.940026 -1.411331
H 3.118640 7.859381 -0.072788
H 1.499261 7.531653 -0.500814
H 2.478671 7.959979 -1.744340
C 2.229112 -2.358854 1.651852
C 3.319518 -2.633953 0.632029
O 2.670987 -2.584337 -0.607123
C 3.278854 -3.362950 -1.568856
C 2.668161 -3.076903 -2.942262
H 1.458675 -3.127487 1.712987
H 2.535206 -2.210966 2.687484
H 1.716526 -1.458707 1.312608
H 4.162439 -1.949064 0.724293
H 3.829150 -3.561056 0.894427
H 4.342810 -3.128017 -1.538855
H 3.224064 -4.427990 -1.343484
H 3.191340 -3.653403 -3.705170
H 2.847441 -2.025849 -3.168628
H 1.589689 -3.226202 -2.994298
C -0.027799 -0.989310 -1.971113
C 0.506724 0.069666 -1.040371
O 1.878282 -0.002020 -1.176635
H -1.106623 -0.835803 -1.997148
H 0.144599 -1.962043 -1.510496
H 0.446624 -1.045572 -2.950838
H 0.195763 -0.170634 -0.023680
H 0.111531 1.068357 -1.226225
H 2.123914 -0.925344 -1.083166
C -6.315066 -1.549606 -2.807204
C -5.472392 -1.117811 -1.656272
O -4.188736 -0.830950 -2.164806
H -6.331538 -0.723872 -3.518545
H -7.320837 -1.857649 -2.521495
H -5.812131 -2.370107 -3.318998
H -5.377513 -2.028093 -1.064252
H -5.870184 -0.377125 -0.962552
H -3.656073 -0.566608 -1.411159
C 5.137452 1.200165 -0.437278
C 5.202753 0.298690 -1.591596
O 4.227075 0.688180 -2.533567
H 4.294839 1.031849 0.233389
H 5.082140 2.230181 -0.789540
H 6.037313 1.060270 0.161700
H 5.109711 -0.745038 -1.291457
H 6.209016 0.411126 -1.995183
H 3.398206 0.425084 -2.126911

Forces on the atoms, in the same order (eV/Å):
C 0.6019 -0.6911 -1.1111
C -0.2511 2.2207 0.9402
O 0.2259 -0.6315 0.0003
C -0.3447 0.8606 -0.1965
C -0.9404 0.0090 0.4065
H -0.0742 -0.0776 0.0888
H -0.1268 0.5271 0.4705
H 0.0286 -0.2365 0.2881
H -0.0961 -0.5487 -0.0647
H 0.4630 -0.5232 -0.8279
H -0.2021 -0.4182 0.1645
H 0.3680 -0.6711 -0.2060
H 0.2625 -0.1295 0.1512
H 0.0263 -0.0416 -0.0790
H 0.1185 0.2792 -0.0281
C -1.1540 0.3015 -0.0253
C 1.6308 -0.7297 0.4952
O -1.1989 1.4166 0.4572
C 0.9650 -1.3359 0.1168
C 0.2102 0.0664 -0.0077
H 0.3588 -0.2272 -0.4459
H 0.2312 -0.2420 -0.4623
H -0.2538 0.2186 -0.0337
H 0.0928 -0.0360 -0.0599
H -0.0700 0.1806 0.0954
H -0.9533 0.1411 -0.4610
H 0.1536 -0.2106 0.2785
H -0.0637 0.1165 -0.1731
H 0.1233 0.2709 -0.1642
H -0.0946 0.0359 0.3167
C 0.2260 2.0028 -1.7072
C -0.3655 -1.3156 0.5956
O 0.7079 -0.8528 0.3678
C 0.6813 -0.6259 0.6869
C -0.2688 1.2106 -0.3505
H -0.0139 -0.4583 0.2284
H -0.1131 0.1044 0.2769
H 0.1520 -0.1751 0.0021
H -0.0521 0.2973 0.0499
H -0.2623 0.3837 0.4028
H 0.1437 0.5862 0.0012
H -0.4164 -0.0191 -0.0516
H -0.1121 -0.2631 -0.1904
H 0.1778 -0.6396 0.1096
H -0.2700 -0.0640 -0.1997
C 0.4250 0.0648 -1.1300
C -1.7089 0.4395 0.2397
O 0.6868 -1.6219 -1.2275
C -1.8768 0.9676 0.3625
C 0.1428 0.8521 0.6631
H -0.0781 -0.1205 0.1261
H 0.3920 0.0244 0.8151
H 0.2717 0.1152 -0.2057
H 0.0240 0.1084 0.4258
H -0.0824 0.0284 -0.3675
H 0.8005 0.3196 0.5773
H 0.1286 -0.2327 -0.1162
H 0.2717 0.3068 -0.2010
H -0.2128 -1.0552 0.3569
H 0.8164 -0.2714 -0.3005
C -0.3984 0.5020 0.2637
C -0.1398 -0.1072 1.8888
O -0.4708 0.0842 0.4881
C 0.5541 -0.6231 -1.5148
C 0.6133 0.4864 0.3391
H 0.1545 -0.2946 -0.3993
H 0.4757 0.1407 -0.1481
H -0.0749 0.1964 0.2209
H -0.1684 0.7647 -0.3543
H -0.4031 -0.7624 -0.6499
H 0.3348 0.0468 -0.4838
H -0.3106 -0.2342 0.2885
H -0.1777 -0.1267 0.0173
H -0.0074 0.1115 -0.1320
H 0.1147 -0.3282 0.1507
C -1.3923 -0.1951 0.5413
C -0.7787 -0.7331 -0.4877
O 1.8507 1.3794 0.4326
H -0.1759 -0.3538 -0.6041
H -0.0237 -0.1267 0.0654
H -0.2077 0.5880 -0.0281
H -0.0783 -0.0314 0.3313
H 0.3924 0.0634 -0.3485
H 0.1934 -0.5544 0.2155
C -0.2608 0.6759 -0.7374
C 0.6641 -1.7626 0.5222
O -0.2914 0.3656 -0.4214
H -0.4333 -0.0047 -0.1926
H 0.0131 0.1184 -0.0226
H -0.0482 -0.0917 0.1196
H 0.0134 -0.1843 0.6632
H -0.1846 0.5366 -0.4102
H 0.4475 0.2865 0.2855
C 0.2192 0.7102 1.7121
C 0.2457 -0.0388 -0.6150
O 0.5212 -0.5346 -0.5650
H -0.2423 -0.0881 -0.1467
H 0.1408 0.0461 0.0714
H 0.1249 0.2345 0.2082
H -0.1609 -0.3032 -0.0372
H -0.1289 -0.0956 -0.6267
H -0.7675 0.2463 -0.0634



Calculated energy relative to the best compared isomer or geometry (same formula, charge and spin) in order - 0.000; 0.913; 1.123 eV